[1]
9 unconnected molecules or ions with the total composition C30H81N6O12 at a distorted geometry, computed with ωB97M-V/def2-TZVPD.

The spin multiplicity is 2. The charge is +2. The energy comes out at -2421.98103 a.u. As for the expectation value of S²: 0.751. For the HOMO energy (alpha / beta), the calculation gives -7.60 / -7.60 eV. For the LUMO energy (alpha / beta), the calculation gives -5.1 / -5.1 eV.

CARTESIAN COORDINATES (ANGSTROEM)
O  10.016  17.898  16.935
O  7.250  14.995  19.534
O  14.252  23.302  20.623
O  5.871  21.323  22.309
O  7.105  21.047  15.157
O  12.146  14.463  18.356
O  12.052  23.196  12.484
O  11.245  16.639  24.334
O  5.903  19.196  21.739
O  10.225  24.924  17.617
O  10.368  20.085  16.603
O  9.836  18.236  24.322
N  7.965  18.402  14.903
N  14.499  15.718  17.161
N  6.110  11.665  20.551
N  15.301  25.891  19.528
N  11.514  20.765  14.098
N  11.464  26.941  19.156
C  9.593  25.414  18.755
C  8.339  15.898  19.662
C  7.385  22.280  15.710
C  9.576  27.785  17.815
C  10.496  19.274  18.838
C  10.546  17.448  23.712
C  13.134  16.367  17.031
C  10.683  17.688  22.176
C  12.453  21.944  14.463
C  12.601  23.853  11.397
C  4.704  13.819  20.632
C  13.517  21.496  15.427
C  16.635  24.719  21.119
C  6.129  20.368  21.496
C  16.080  24.591  19.708
C  11.142  13.449  18.488
C  6.811  20.666  20.146
C  9.932  26.889  19.041
C  6.537  18.707  15.540
C  13.331  17.188  15.735
C  7.295  13.893  20.451
C  10.268  19.074  17.321
C  6.448  20.159  16.100
C  12.105  15.189  17.076
C  13.417  22.113  20.666
C  13.090  22.379  13.144
C  15.229  23.287  19.575
C  10.398  23.540  17.583
C  5.974  13.158  20.116
C  6.239  17.564  16.552
H  6.401  16.598  16.074
H  14.155  20.768  14.925
H  14.682  25.881  20.325
H  13.858  23.114  13.381
H  6.595  22.923  16.097
H  11.303  18.523  21.850
H  15.145  16.472  17.344
H  5.187  17.400  16.788
H  12.847  16.932  17.917
H  5.995  13.207  19.028
H  9.161  15.498  19.068
H  8.220  19.149  14.273
H  8.657  16.139  20.677
H  11.393  18.690  19.042
H  8.661  18.353  15.634
H  12.631  23.264  10.481
H  12.254  14.614  16.162
H  7.892  20.739  20.261
H  11.844  27.834  19.433
H  9.677  17.908  21.819
H  13.005  20.934  16.208
H  11.289  23.312  18.168
H  6.105  11.686  21.561
H  10.227  27.672  16.948
H  3.885  13.126  20.440
H  10.069  13.645  18.468
H  11.004  20.925  13.241
H  14.712  23.264  18.616
H  14.908  25.930  18.598
H  14.725  15.217  16.313
H  8.205  13.314  20.296
H  11.036  16.806  21.642
H  11.117  15.602  16.874
H  5.802  18.710  14.736
H  5.453  20.591  15.993
H  12.706  22.225  21.485
H  8.513  25.306  18.661
H  15.887  26.713  19.523
H  10.710  23.294  16.568
H  10.573  20.309  19.171
H  12.194  24.844  11.197
H  9.667  22.801  17.911
H  11.302  12.701  17.712
H  7.949  22.656  14.856
H  15.823  25.045  21.770
H  9.489  28.866  17.930
H  6.939  20.228  17.071
H  8.663  27.368  17.389
H  6.616  17.636  17.572
H  6.995  11.387  20.151
H  8.087  22.166  16.536
H  14.116  22.316  15.824
H  13.615  24.119  11.698
H  7.211  14.227  21.485
H  8.024  16.841  19.217
H  9.672  18.872  19.428
H  13.884  18.098  15.970
H  14.509  15.140  17.989
H  9.767  24.881  19.690
H  6.361  21.627  19.899
H  4.748  14.093  21.687
H  6.607  19.890  19.408
H  17.352  25.537  21.195
H  4.445  14.691  20.032
H  11.975  19.886  13.910
H  7.944  17.530  14.394
H  13.747  16.667  14.872
H  16.891  24.630  18.981
H  11.890  22.835  14.740
H  10.900  20.475  14.845
H  11.620  26.386  19.986
H  5.299  11.170  20.207
H  9.490  27.269  19.962
H  15.724  22.322  19.473
H  13.791  21.660  12.719
H  12.359  17.505  15.358
H  11.910  26.502  18.363
H  11.359  12.925  19.419
H  17.001  23.834  21.640
H  12.885  22.016  19.719
H  14.008  21.197  20.684

[2]
A single C14H14ClN3O4S molecule at a distorted geometry, computed with ωB97M-V/def2-TZVPD.

The spin multiplicity is 1. The charge is 0. The energy comes out at -1865.51698 a.u. For the HOMO energy, the calculation gives -8.76 eV. For the LUMO energy, the calculation gives 0.6 eV. As for the SMILES: Cc1cc(Cl)c(S(=O)(=O)Nc2ccccn2)cc1OCC(N)=O.

CARTESIAN COORDINATES (ANGSTROEM)
Cl  2.651  -2.442  0.670
S  1.870  -0.787  -1.958
O  -2.455  1.731  0.197
O  -2.952  -1.016  -0.261
O  2.633  -1.884  -2.471
O  1.204  0.056  -2.902
N  1.246  1.201  -0.059
N  2.978  0.119  -1.075
N  -1.993  1.907  -1.998
C  1.007  -2.052  0.371
C  -3.262  -0.031  -1.224
C  2.944  2.510  1.690
C  -1.644  -1.346  -0.106
C  -2.519  1.283  -0.923
C  0.012  -2.429  1.267
C  1.570  2.719  1.748
C  -2.390  -2.447  2.011
C  2.556  1.002  -0.111
C  -1.309  -2.082  1.047
C  0.667  -1.342  -0.759
C  0.769  2.038  0.850
C  3.455  1.638  0.751
C  -0.648  -1.004  -1.006
H  -1.411  2.712  -1.827
H  -1.888  1.457  -2.890
H  0.283  -2.982  2.153
H  4.513  1.443  0.675
H  -2.924  -1.548  2.314
H  -4.336  0.142  -1.109
H  -3.061  -0.388  -2.242
H  -1.983  -2.942  2.887
H  -0.308  2.146  0.855
H  -0.825  -0.449  -1.909
H  3.918  -0.237  -1.034
H  1.138  3.388  2.474
H  3.606  3.020  2.374
H  -3.112  -3.104  1.529

[3]
A molecular structure, C23H30BrF4N6O4SiV at a distorted geometry, computed with ωB97M-V/def2-TZVPD.

The spin multiplicity is 2. The value obtained for the relative energy (zero: lowest compared OMol25 entry of this formula, charge and spin) is 8.8 kcal per mole. The charge is +1. The energy comes out at -5730.90756 a.u. As for the expectation value of S²: 0.764. For the HOMO energy (alpha / beta), the calculation gives -10.90 / -11.00 eV. For the LUMO energy (alpha / beta), the calculation gives -3.7 / -3.0 eV.

CARTESIAN COORDINATES (ANGSTROEM)
Br  3.438  -6.067  2.772
V  0.540  0.042  -0.400
Si  -0.307  -0.624  -3.572
F  -0.585  4.650  -1.408
F  -2.958  5.264  -2.257
F  -2.067  0.202  -0.651
F  -4.471  0.879  -1.495
O  -0.737  -2.414  -0.405
O  1.332  -1.782  0.100
O  0.247  -0.331  -1.967
O  1.430  0.803  2.123
N  -0.451  -0.264  1.487
N  0.344  -6.418  0.094
N  -2.438  -1.528  1.552
N  2.503  0.762  -0.738
N  -1.446  -0.617  3.466
N  0.064  1.899  -0.568
C  1.009  -1.663  -4.353
C  -1.493  -0.828  2.146
C  0.415  -2.684  -0.038
C  0.783  -4.080  0.321
C  -3.524  1.825  -1.491
C  -2.438  -1.055  4.433
C  -1.942  -1.461  -3.440
C  -0.246  0.136  3.794
C  -1.496  3.663  -1.422
C  -2.761  4.003  -1.869
C  -2.267  1.483  -1.049
C  1.815  -4.332  1.212
C  -0.426  1.030  -4.390
C  2.861  0.733  -2.178
C  3.558  0.015  0.001
C  0.367  0.290  2.422
C  2.469  2.174  -0.261
C  -3.803  3.102  -1.919
C  2.073  -5.645  1.545
C  1.188  2.844  -0.706
C  1.323  -6.658  0.965
C  0.076  -5.151  -0.210
C  -1.185  2.363  -0.994
H  -1.991  -1.027  5.423
H  4.519  0.505  -0.171
H  3.333  2.718  -0.650
H  1.818  -1.041  -4.742
H  -2.738  -2.086  4.238
H  -0.459  1.107  4.243
H  0.538  1.542  -4.429
H  0.417  -0.424  4.455
H  2.529  2.154  0.819
H  -2.264  -1.827  0.598
H  -3.188  -1.939  2.078
H  2.147  1.314  -2.755
H  1.521  -7.695  1.210
H  -3.318  -0.411  4.427
H  -1.939  -2.157  -2.600
H  -0.758  0.890  -5.424
H  -4.783  3.389  -2.271
H  2.398  -3.521  1.629
H  -1.149  1.683  -3.895
H  3.334  0.011  1.061
H  -0.732  -4.973  -0.909
H  3.596  -1.007  -0.365
H  1.273  3.176  -1.743
H  1.037  3.733  -0.096
H  1.428  -2.388  -3.652
H  -2.746  -0.737  -3.291
H  0.588  -2.223  -5.193
H  -2.156  -2.020  -4.355
H  2.857  -0.295  -2.529
H  3.859  1.156  -2.303

[4]
A single C4H11NO molecule at a distorted geometry, computed with ωB97M-V/def2-TZVPD.

The spin multiplicity is 1. The value obtained for the relative energy (zero: lowest compared OMol25 entry of this formula, charge and spin) is 35.6 kcal per mole. The charge is 0. The energy comes out at -288.96030 a.u. For the HOMO energy, the calculation gives -9.31 eV. For the LUMO energy, the calculation gives 1.0 eV. As for the SMILES: C[C@H](N)CCO.

CARTESIAN COORDINATES (ANGSTROEM)
O  -1.833  -0.060  -1.698
N  1.252  0.475  -0.924
C  0.590  -0.506  0.031
C  -1.602  0.759  -0.579
C  -0.751  0.167  0.557
C  1.449  -0.984  1.197
H  -1.237  -0.681  1.122
H  -0.454  1.013  1.294
H  1.563  1.337  -0.358
H  2.489  -0.798  0.994
H  0.322  -1.326  -0.699
H  2.143  0.142  -1.281
H  1.235  -2.040  1.482
H  -0.975  1.533  -0.952
H  -2.537  1.166  -0.134
H  -2.665  0.238  -2.109
H  1.011  -0.435  2.059

[5]
A gas-phase ion, C3H8F2P (charge +1) at a distorted geometry, computed with ωB97M-V/def2-TZVPD.

The spin multiplicity is 1. The value obtained for the relative energy (zero: lowest compared OMol25 entry of this formula, charge and spin) is 0.0 kcal per mole. The charge is +1. The energy comes out at -659.94554 a.u. For the HOMO energy, the calculation gives -17.09 eV. For the LUMO energy, the calculation gives -4.3 eV.

CARTESIAN COORDINATES (ANGSTROEM)
P  -0.914  0.207  0.155
F  -1.184  1.687  -0.783
F  -1.059  0.701  1.614
C  1.614  1.241  0.273
C  0.863  -0.073  -0.181
C  -2.268  -0.978  -0.264
H  -3.271  -0.521  -0.354
H  0.939  -0.506  -1.225
H  -2.307  -1.623  0.689
H  -1.879  -1.331  -1.233
H  1.063  1.501  1.282
H  1.096  -0.896  0.534
H  1.388  2.140  -0.442
H  2.609  1.195  0.542

[6]
A molecular structure, C24H24Cl3FIrN7O4 at a distorted geometry, computed with ωB97M-V/def2-TZVPD.

The spin multiplicity is 1. The charge is +2. The energy comes out at -3197.42643 a.u. For the HOMO energy (alpha / beta), the calculation gives -11.73 / -11.69 eV. For the LUMO energy (alpha / beta), the calculation gives -6.5 / -6.7 eV.

CARTESIAN COORDINATES (ANGSTROEM)
Ir  -3.409  1.462  0.791
Cl  -0.157  2.568  4.505
Cl  0.954  7.249  2.103
Cl  -2.207  3.649  -0.335
F  2.239  0.864  -2.857
O  -3.683  -2.691  1.804
O  -3.919  -0.563  1.233
O  -1.809  2.138  2.187
O  -2.025  0.409  -0.592
N  -7.360  3.199  4.137
N  -6.438  5.100  5.081
N  -0.279  -3.288  -0.251
N  3.477  -1.749  -2.913
N  -4.773  2.875  1.351
N  5.949  -2.359  -3.234
N  -5.481  4.231  3.225
C  -0.327  3.652  3.197
C  1.623  -2.473  -1.544
C  -1.507  -0.711  -0.378
C  1.665  -0.196  -2.246
C  4.214  -0.674  -3.571
C  3.611  -2.990  -3.652
C  5.552  -1.218  -4.090
C  -1.416  -2.998  0.403
C  0.465  0.026  -1.629
C  2.270  -1.469  -2.261
C  0.332  4.862  3.187
C  -6.429  4.159  4.136
C  -5.171  3.467  2.280
C  1.145  -4.897  0.978
C  -0.629  5.368  1.020
C  5.047  -3.515  -3.480
C  -0.208  -1.004  -0.973
C  -2.043  -1.784  0.393
C  -3.332  -1.682  1.232
C  0.385  -2.282  -0.916
C  0.210  -4.661  -0.204
C  0.169  5.732  2.110
C  -1.187  3.242  2.121
C  -1.269  4.151  1.020
H  1.445  -5.940  1.007
H  5.839  -2.060  -2.257
H  -8.055  3.143  4.863
H  5.367  -4.034  -4.385
H  5.471  -1.578  -5.116
H  2.904  -3.736  -3.298
H  -0.656  -5.318  -0.111
H  6.926  -2.624  -3.388
H  0.970  5.126  4.015
H  5.121  -4.202  -2.637
H  4.396  0.116  -2.840
H  0.014  1.006  -1.669
H  3.395  -2.824  -4.714
H  2.039  -4.282  0.913
H  0.703  -4.899  -1.149
H  -0.735  6.040  0.184
H  -1.882  -3.797  0.966
H  2.108  -3.431  -1.471
H  3.663  -0.235  -4.413
H  6.312  -0.436  -4.057
H  -5.745  5.830  5.049
H  -7.165  5.150  5.773
H  -7.322  2.454  3.461
H  0.636  -4.667  1.909

Copy entry 6 word for word.
A molecular structure, C24H24Cl3FIrN7O4 at a distorted geometry, computed with ωB97M-V/def2-TZVPD.

The spin multiplicity is 1. The charge is +2. The energy comes out at -3197.42643 a.u. For the HOMO energy (alpha / beta), the calculation gives -11.73 / -11.69 eV. For the LUMO energy (alpha / beta), the calculation gives -6.5 / -6.7 eV.

CARTESIAN COORDINATES (ANGSTROEM)
Ir  -3.409  1.462  0.791
Cl  -0.157  2.568  4.505
Cl  0.954  7.249  2.103
Cl  -2.207  3.649  -0.335
F  2.239  0.864  -2.857
O  -3.683  -2.691  1.804
O  -3.919  -0.563  1.233
O  -1.809  2.138  2.187
O  -2.025  0.409  -0.592
N  -7.360  3.199  4.137
N  -6.438  5.100  5.081
N  -0.279  -3.288  -0.251
N  3.477  -1.749  -2.913
N  -4.773  2.875  1.351
N  5.949  -2.359  -3.234
N  -5.481  4.231  3.225
C  -0.327  3.652  3.197
C  1.623  -2.473  -1.544
C  -1.507  -0.711  -0.378
C  1.665  -0.196  -2.246
C  4.214  -0.674  -3.571
C  3.611  -2.990  -3.652
C  5.552  -1.218  -4.090
C  -1.416  -2.998  0.403
C  0.465  0.026  -1.629
C  2.270  -1.469  -2.261
C  0.332  4.862  3.187
C  -6.429  4.159  4.136
C  -5.171  3.467  2.280
C  1.145  -4.897  0.978
C  -0.629  5.368  1.020
C  5.047  -3.515  -3.480
C  -0.208  -1.004  -0.973
C  -2.043  -1.784  0.393
C  -3.332  -1.682  1.232
C  0.385  -2.282  -0.916
C  0.210  -4.661  -0.204
C  0.169  5.732  2.110
C  -1.187  3.242  2.121
C  -1.269  4.151  1.020
H  1.445  -5.940  1.007
H  5.839  -2.060  -2.257
H  -8.055  3.143  4.863
H  5.367  -4.034  -4.385
H  5.471  -1.578  -5.116
H  2.904  -3.736  -3.298
H  -0.656  -5.318  -0.111
H  6.926  -2.624  -3.388
H  0.970  5.126  4.015
H  5.121  -4.202  -2.637
H  4.396  0.116  -2.840
H  0.014  1.006  -1.669
H  3.395  -2.824  -4.714
H  2.039  -4.282  0.913
H  0.703  -4.899  -1.149
H  -0.735  6.040  0.184
H  -1.882  -3.797  0.966
H  2.108  -3.431  -1.471
H  3.663  -0.235  -4.413
H  6.312  -0.436  -4.057
H  -5.745  5.830  5.049
H  -7.165  5.150  5.773
H  -7.322  2.454  3.461
H  0.636  -4.667  1.909

Q: Look up the charge of the fourth one.
A: 0

Please write out number 5 again, unchanged.
A gas-phase ion, C3H8F2P (charge +1) at a distorted geometry, computed with ωB97M-V/def2-TZVPD.

The spin multiplicity is 1. The value obtained for the relative energy (zero: lowest compared OMol25 entry of this formula, charge and spin) is 0.0 kcal per mole. The charge is +1. The energy comes out at -659.94554 a.u. For the HOMO energy, the calculation gives -17.09 eV. For the LUMO energy, the calculation gives -4.3 eV.

CARTESIAN COORDINATES (ANGSTROEM)
P  -0.914  0.207  0.155
F  -1.184  1.687  -0.783
F  -1.059  0.701  1.614
C  1.614  1.241  0.273
C  0.863  -0.073  -0.181
C  -2.268  -0.978  -0.264
H  -3.271  -0.521  -0.354
H  0.939  -0.506  -1.225
H  -2.307  -1.623  0.689
H  -1.879  -1.331  -1.233
H  1.063  1.501  1.282
H  1.096  -0.896  0.534
H  1.388  2.140  -0.442
H  2.609  1.195  0.542

Q: Number 3 is which compound?
A: C23H30BrF4N6O4SiV